{"formula": "C18H10Br4FN3O5SSeV", "method": "the ωB97M-V functional and the def2-TZVPD basis", "symbols": ["V", "Br", "C", "C", "Br", "C", "Br", "C", "O", "C", "O", "C", "Br", "Se", "N", "C", "C", "C", "C", "N", "C", "N", "H", "H", "H", "F", "C", "C", "C", "C", "C", "C", "C", "S", "O", "O", "O", "H", "H", "H", "H", "H", "H", "H"], "coordinates": [[-0.769, 0.670, -0.644], [3.692, 5.425, -2.875], [2.964, 3.941, -1.948], [3.634, 3.370, -0.880], [5.311, 4.064, -0.317], [3.079, 2.278, -0.194], [3.943, 1.438, 1.268], [1.845, 1.750, -0.567], [1.242, 0.750, -0.024], [1.167, 2.342, -1.683], [0.030, 1.766, -1.998], [1.719, 3.417, -2.351], [0.734, 4.120, -3.800], [-3.608, 4.167, -2.413], [-4.546, 2.975, -3.406], [-4.083, 1.778, -3.100], [-4.520, 0.550, -3.637], [-3.867, -0.595, -3.194], [-2.844, -0.585, -2.272], [-2.368, 0.572, -1.693], [-2.980, 1.755, -2.109], [-2.580, 2.903, -1.650], [-5.321, 0.524, -4.363], [-4.165, -1.568, -3.571], [-2.381, -1.503, -1.949], [-1.166, 1.789, 0.692], [2.788, -3.327, 4.883], [1.817, -2.998, 3.781], [1.892, -1.790, 3.097], [0.999, -1.477, 2.080], [0.015, -2.393, 1.740], [-0.073, -3.608, 2.404], [0.822, -3.903, 3.420], [-1.146, -2.004, 0.450], [-1.756, -3.258, 0.092], [-2.001, -0.921, 0.917], [-0.326, -1.384, -0.636], [3.565, -2.566, 4.960], [3.275, -4.289, 4.704], [2.287, -3.391, 5.852], [2.668, -1.074, 3.345], [1.103, -0.542, 1.541], [-0.837, -4.315, 2.111], [0.749, -4.856, 3.935]], "s2": 0.7609, "spin_multiplicity": 2, "gap_ev": [4.08, 4.00], "e_homo_ha": [-0.003, 0.000], "de_lowest_kcal_mol": 0.0, "total_charge": -2}


{"formula": "C18H10ClF6N3O5PtS2", "method": "the ωB97M-V functional and the def2-TZVPD basis", "symbols": ["Pt", "Cl", "C", "C", "C", "C", "O", "C", "C", "N", "C", "C", "C", "C", "C", "C", "C", "C", "N", "C", "C", "H", "H", "H", "H", "H", "H", "H", "H", "H", "H", "F", "C", "F", "F", "S", "O", "O", "N", "S", "O", "O", "C", "F", "F", "F"], "coordinates": [[2.024, 1.200, 0.743], [2.276, -2.451, -4.991], [2.343, -1.194, -3.804], [3.257, -0.075, -4.092], [3.536, 0.861, -3.188], [2.869, 0.815, -1.896], [3.128, 1.590, -0.983], [1.702, -0.145, -1.698], [1.581, -0.561, -0.221], [0.318, -1.019, -0.012], [-0.264, -1.144, 1.207], [-1.339, -2.024, 1.334], [-2.024, -2.240, 2.531], [-1.676, -1.576, 3.672], [-0.636, -0.631, 3.616], [-0.288, 0.110, 4.767], [0.688, 1.053, 4.713], [1.324, 1.275, 3.488], [1.039, 0.597, 2.393], [0.073, -0.385, 2.406], [1.645, -1.269, -2.682], [3.741, -0.058, -5.061], [4.269, 1.636, -3.369], [2.423, -1.185, 0.101], [-1.621, -2.578, 0.449], [-2.840, -2.954, 2.549], [-2.187, -1.746, 4.612], [-0.820, -0.087, 5.692], [0.973, 1.637, 5.577], [2.093, 2.029, 3.398], [1.024, -2.118, -2.435], [-2.138, -1.501, -3.618], [-1.774, -1.248, -2.381], [-1.048, -2.250, -1.930], [-2.816, -1.037, -1.624], [-0.827, 0.467, -2.507], [0.593, 0.835, -1.941], [-0.715, 0.550, -3.930], [-1.792, 1.488, -1.882], [-1.678, 2.367, -0.542], [-0.638, 1.918, 0.330], [-1.816, 3.753, -0.854], [-3.219, 1.907, 0.341], [-4.296, 2.371, -0.286], [-3.315, 0.581, 0.452], [-3.155, 2.437, 1.558]], "gap_ev": 4.87, "e_homo_ha": -0.250, "de_lowest_kcal_mol": 133.1, "total_charge": 0}


{"formula": "C18H11Cl3GdN7O2S2Si", "method": "the ωB97M-V functional and the def2-TZVPD basis", "symbols": ["Gd", "N", "C", "N", "C", "N", "N", "C", "C", "C", "C", "C", "C", "N", "C", "C", "C", "C", "C", "C", "H", "H", "H", "H", "H", "H", "H", "H", "H", "H", "H", "S", "C", "C", "N", "C", "S", "C", "N", "O", "O", "Cl", "Si", "Cl", "Cl"], "coordinates": [[1.116, -0.052, -0.014], [0.403, -0.639, 4.693], [0.922, -0.534, 3.470], [0.240, -0.450, 2.372], [-1.160, -0.462, 2.434], [-1.937, -0.440, 1.410], [-1.284, -0.307, 0.193], [-1.944, -0.711, -0.833], [-1.340, -0.594, -2.165], [-2.021, -1.050, -3.285], [-1.412, -0.920, -4.523], [-0.146, -0.356, -4.604], [0.473, 0.055, -3.434], [-0.107, -0.055, -2.242], [-1.791, -0.541, 3.771], [-3.176, -0.526, 3.954], [-3.716, -0.614, 5.219], [-2.879, -0.722, 6.333], [-1.511, -0.733, 6.177], [-0.983, -0.639, 4.892], [1.031, -0.717, 5.475], [2.003, -0.533, 3.414], [-2.920, -1.177, -0.732], [-3.002, -1.494, -3.183], [-1.919, -1.262, -5.416], [0.367, -0.239, -5.548], [1.471, 0.475, -3.448], [-3.803, -0.447, 3.077], [-4.789, -0.599, 5.350], [-3.304, -0.795, 7.326], [-0.850, -0.815, 7.032], [3.423, -0.999, -1.113], [3.393, -2.194, 0.132], [4.646, -2.407, 0.839], [5.637, -2.563, 1.402], [2.292, -2.925, 0.520], [0.715, -2.763, -0.135], [2.433, -3.867, 1.620], [2.501, -4.606, 2.498], [0.269, 2.200, 0.686], [1.309, 2.228, -0.436], [1.169, 3.384, 3.142], [1.710, 2.880, 1.194], [3.022, 1.276, 1.598], [2.631, 4.584, 0.578]], "s2": 16.0732, "spin_multiplicity": 8, "gap_ev": [6.12, 5.93], "e_homo_ha": [-0.278, -0.277], "de_lowest_kcal_mol": 0.0, "total_charge": 0}